The following is a DFT calculation (ωB97M-V/def2-TZVPD) of a structure of composition C4H21F4N3O14PbS4 at a distorted geometry.

The gap between HOMO and LUMO comes out at 9.1 eV. The max |F| comes out at 5.75 eV Å⁻¹. Its total charge is 0. Its molecular weight is 746.679 g mol⁻¹. As for the calculated total energy: -97080.6807 eV. The HOMO energy comes out at -9.76 eV.

Atoms and positions in Å:
Pb1 -2.67 14.21 18.55
N1 -4.70 15.65 18.13
S1 -6.17 15.51 17.56
O1 -6.27 15.41 16.14
O2 -7.18 16.20 18.27
F1 -6.41 13.96 17.98
S2 -4.53 17.32 17.91
O3 -4.76 18.09 19.07
O4 -4.88 17.82 16.64
F2 -2.93 17.24 17.86
N2 -0.92 12.47 19.10
S3 -0.63 10.98 18.61
O5 -1.75 10.10 18.73
O6 0.69 10.48 18.69
F3 -0.75 11.37 17.02
S4 -0.75 12.13 20.74
O7 0.59 12.23 21.18
O8 -1.59 11.20 21.39
F4 -1.40 13.56 21.12
O9 -3.96 12.39 19.99
H1 -4.08 11.77 20.71
H2 -4.42 11.99 19.25
O10 0.90 14.07 17.67
H3 1.04 13.41 16.98
H4 0.28 13.64 18.28
O11 -0.90 15.88 19.26
H5 -0.68 16.20 20.14
H6 -0.22 16.26 18.69
O12 -1.67 14.91 16.24
H7 -1.94 14.87 15.31
H8 -0.82 15.35 16.24
O13 -3.64 12.70 16.69
H9 -4.48 12.31 16.96
H10 -3.47 12.34 15.81
C1 -6.26 15.11 22.03
C2 -4.96 15.89 22.11
C3 -4.41 15.74 23.51
O14 -3.21 16.48 23.64
C4 -2.44 16.12 24.77
N3 -4.00 15.44 21.10
H11 -6.60 15.03 20.99
H12 -7.08 15.70 22.44
H13 -6.21 14.10 22.44
H14 -5.15 16.96 21.96
H15 -4.13 14.67 23.60
H16 -5.12 16.01 24.30
H17 -1.76 15.31 24.46
H18 -3.04 15.64 25.55
H19 -1.92 17.00 25.14
H20 -4.47 15.69 20.24
H21 -3.11 15.90 21.22



The following is a DFT calculation (ωB97M-V/def2-TZVPD) of a cluster of 7 separate species, C4H21N2O8 in total at a distorted geometry.

The multiplicity is 2. The gap between HOMO and LUMO (alpha / beta) comes out at 10.0 / 5.3 eV. The max |F| comes out at 3.11 eV Å⁻¹. Its total charge is 0. Its molecular weight is 225.218 g mol⁻¹. As for the calculated total energy: -23845.1201 eV. The HOMO energy (alpha / beta) comes out at -9.95 / -9.69 eV. The value obtained for the energy above the lowest of the compared OMol25 structures with the same formula, charge and spin is 36.3 kcal/mol.

Atoms and positions in Å:
C1 1.34 -0.89 0.34
N1 0.31 -1.06 -0.69
C2 -0.34 -2.40 -0.79
O1 -1.24 -2.55 0.24
C3 0.64 -0.93 1.78
N2 0.96 0.23 2.57
C4 2.18 0.54 3.05
O2 2.49 1.53 3.67
H1 2.14 -1.62 0.30
H2 1.62 0.14 0.18
H3 0.54 -0.62 -1.59
H4 0.40 -3.18 -0.67
H5 -0.87 -2.39 -1.74
H6 1.00 -1.89 2.19
H7 -0.43 -0.86 1.58
H8 0.16 0.87 2.53
H9 2.96 -0.22 2.90
H10 -2.51 -0.32 -0.66
H11 -0.88 0.63 -1.04
O3 -1.83 0.83 -0.91
H12 -3.98 -0.94 -0.64
H13 -2.03 -1.94 0.11
O4 -3.17 -1.05 -0.14
H14 0.08 2.63 -1.15
H15 0.84 1.90 -0.03
O5 0.93 2.24 -0.93
H16 -1.68 1.68 1.97
H17 -1.40 0.91 0.59
O6 -1.02 1.14 1.51
H18 2.55 1.00 -1.87
H19 3.56 -0.09 -2.16
O7 2.66 0.17 -2.35
H20 -2.72 1.99 -2.53
H21 -1.27 2.29 -2.51
O8 -2.00 2.26 -3.11



The following is a DFT calculation (ωB97M-V/def2-TZVPD) of a cluster of 6 separate species, C4H21NO6 in total at a distorted geometry.

The gap between HOMO and LUMO comes out at 9.7 eV. The max |F| comes out at 2.36 eV Å⁻¹. Its total charge is 0. Its molecular weight is 179.213 g mol⁻¹. As for the calculated total energy: -18263.1049 eV. The SMILES is CN(C)CCO.O.O.O.O.O. The HOMO energy comes out at -9.45 eV. The value obtained for the energy above the lowest of the compared OMol25 structures with the same formula, charge and spin is 40.6 kcal/mol.

Atoms and positions in Å:
C1 2.04 1.32 1.07
N1 0.82 1.55 0.25
C2 0.46 2.96 0.12
C3 -0.42 0.93 0.82
C4 -1.38 0.53 -0.27
O1 -2.30 -0.42 0.33
H1 2.79 1.88 0.54
H2 1.86 1.67 2.11
H3 2.14 0.24 1.07
H4 0.35 3.52 1.06
H5 -0.49 3.00 -0.42
H6 1.10 3.49 -0.60
H7 -0.85 1.51 1.65
H8 -0.12 -0.03 1.30
H9 -0.86 0.05 -1.12
H10 -2.12 1.26 -0.59
H11 -2.01 -1.32 0.15
O2 0.11 1.43 -3.35
H12 -0.53 1.29 -4.05
H13 -0.24 2.10 -2.75
O3 1.52 -3.15 -0.85
H14 2.48 -3.16 -0.75
H15 1.45 -2.29 -1.32
O4 1.68 -0.67 -1.82
H16 1.53 -0.14 -1.03
H17 1.51 -0.11 -2.60
O5 0.08 -2.61 1.46
H18 -0.45 -3.38 1.17
H19 0.82 -2.69 0.81
O6 -2.79 -0.97 2.80
H20 -1.90 -1.36 2.77
H21 -2.89 -0.30 2.12